(1)
# H38N7O9S

A cluster of 13 separate species, H38N7O9S in total in a non-equilibrium geometry (wB97M-V/def2-TZVPD, the Open Molecules 2025 dataset).

Net charge: +5
Kohn-Sham gap: 0.3533 Eh
Energy relative to the best compared isomer or geometry (same formula, charge and spin): 0.0 kJ/mol
HOMO: -23.77 eV
Molar mass: 312.41 u

Last column: natural (NBO) charge in e.
Element x y z (Å)
1 N -1.799 1.291 -3.511  -0.89
2 H -1.415 1.316 -4.455  0.49
3 H -1.385 0.519 -2.939  0.46
4 H -2.797 1.048 -3.492  0.46
5 H -1.806 2.072 -2.858  0.44
6 N 2.627 -1.128 -2.272  -0.88
7 H 1.972 -1.432 -1.530  0.47
8 H 2.365 -0.250 -2.714  0.43
9 H 2.742 -1.886 -2.953  0.49
10 H 3.555 -0.954 -1.876  0.46
11 N 1.441 3.721 -1.361  -0.87
12 H 0.706 4.207 -1.875  0.46
13 H 2.204 3.529 -2.013  0.46
14 H 1.093 2.806 -1.001  0.46
15 H 1.758 4.255 -0.549  0.48
16 N -3.626 -1.871 -0.708  -0.90
17 H -3.476 -2.857 -0.458  0.46
18 H -4.011 -1.760 -1.646  0.48
19 H -2.776 -1.326 -0.419  0.46
20 H -4.416 -1.720 -0.068  0.46
21 N -2.445 -0.468 2.792  -0.88
22 H -2.598 0.497 3.077  0.45
23 H -3.336 -0.968 2.845  0.47
24 H -1.831 -0.937 3.462  0.45
25 H -1.931 -0.516 1.878  0.47
26 N 2.201 -0.980 3.323  -0.89
27 H 1.452 -0.763 2.608  0.46
28 H 1.904 -1.759 3.915  0.49
29 H 2.416 -0.093 3.771  0.45
30 H 3.003 -1.260 2.754  0.46
31 N 0.309 2.382 3.134  -0.87
32 H -0.643 2.272 3.479  0.44
33 H 0.902 2.440 3.968  0.47
34 H 0.379 3.188 2.515  0.47
35 H 0.604 1.502 2.646  0.46
36 S -0.186 -0.041 0.232  2.68
37 O 0.495 -1.178 -0.400  -1.07
38 O -1.644 -0.152 0.121  -1.09
39 O 0.190 -0.020 1.648  -1.13
40 O 0.247 1.246 -0.363  -1.10
41 O 2.416 -3.802 -1.516  -1.00
42 H 2.165 -4.511 -2.125  0.51
43 H 1.695 -3.753 -0.871  0.48
44 O 1.302 -3.191 0.969  -0.93
45 H 2.138 -2.764 1.173  0.45
46 H 0.778 -2.504 0.502  0.47
47 O -3.391 1.809 -0.048  -0.95
48 H -2.700 1.123 -0.109  0.46
49 H -3.145 2.495 -0.675  0.47
50 O -0.658 -1.148 -2.904  -0.99
51 H -0.388 -1.303 -1.961  0.49
52 H 0.014 -1.613 -3.418  0.51
53 O 2.462 2.105 0.869  -0.99
54 H 3.148 1.437 0.982  0.49
55 H 1.718 1.650 0.424  0.47

(2)
# H38O19

A cluster of 19 separate species, H38O19 in total in a non-equilibrium geometry (wB97M-V/def2-TZVPD, the Open Molecules 2025 dataset).

Kohn-Sham gap: 0.3558 Eh
Energy relative to the best compared isomer or geometry (same formula, charge and spin): 161.8 kJ/mol
HOMO: -9.96 eV
Molar mass: 342.29 u

Last column: natural (NBO) charge in e.
Element x y z (Å)
1 O 1.246 4.093 0.190  -0.98
2 H 1.792 3.422 -0.219  0.49
3 H 0.777 3.630 0.885  0.46
4 O 0.420 0.024 -0.086  -0.97
5 H 0.355 -0.725 0.506  0.47
6 H 0.213 -0.333 -0.949  0.51
7 O 0.253 1.037 2.324  -1.02
8 H 0.145 1.985 2.393  0.49
9 H 0.293 0.868 1.383  0.50
10 O 1.965 -0.275 -3.121  -1.01
11 H 1.561 -1.079 -3.449  0.49
12 H 2.481 -0.557 -2.366  0.49
13 O -1.156 -1.264 -2.674  -0.99
14 H -1.438 -0.357 -2.793  0.51
15 H -0.852 -1.537 -3.539  0.48
16 O 2.670 -2.656 1.377  -0.97
17 H 2.454 -3.586 1.432  0.48
18 H 2.306 -2.277 2.177  0.50
19 O -1.603 0.615 5.348  -0.95
20 H -1.236 0.352 6.192  0.47
21 H -1.089 0.132 4.701  0.48
22 O 4.433 0.066 -4.913  -0.95
23 H 4.469 -0.817 -5.280  0.46
24 H 3.746 0.023 -4.248  0.49
25 O -3.013 -2.949 -1.742  -0.98
26 H -2.619 -3.607 -1.169  0.46
27 H -2.271 -2.440 -2.069  0.49
28 O -2.971 1.521 1.989  -0.97
29 H -3.316 1.623 2.876  0.48
30 H -2.023 1.605 2.089  0.48
31 O -5.187 -0.854 -1.028  -0.95
32 H -5.957 -0.747 -1.587  0.46
33 H -4.547 -1.298 -1.585  0.49
34 O 2.321 2.000 -1.142  -0.96
35 H 2.463 1.229 -0.593  0.49
36 H 1.734 1.696 -1.834  0.49
37 O -1.926 1.182 -3.390  -0.98
38 H -2.230 1.624 -4.182  0.49
39 H -2.491 1.520 -2.695  0.51
40 O 3.156 -0.850 -0.802  -0.97
41 H 2.752 -1.503 -0.231  0.51
42 H 4.045 -1.176 -0.947  0.48
43 O -0.281 3.579 2.671  -0.96
44 H 0.053 3.500 3.565  0.49
45 H -0.835 4.359 2.690  0.51
46 O 1.103 -2.921 -3.944  -0.95
47 H 0.986 -3.161 -4.863  0.48
48 H 0.481 -3.473 -3.471  0.48
49 O -0.029 -1.784 5.481  -0.96
50 H 0.591 -1.654 6.198  0.46
51 H 0.519 -1.846 4.698  0.49
52 O -3.419 2.055 -0.944  -0.97
53 H -2.847 1.822 -0.213  0.49
54 H -4.305 1.903 -0.614  0.49
55 O 1.999 -0.954 3.740  -0.99
56 H 2.501 -0.450 4.380  0.49
57 H 1.355 -0.333 3.397  0.51

(3)
# H39O20

A cluster of 20 separate species, H39O20 in total in a non-equilibrium geometry (wB97M-V/def2-TZVPD, the Open Molecules 2025 dataset).

Net charge: -1
Kohn-Sham gap: 0.3542 Eh
Energy relative to the best compared isomer or geometry (same formula, charge and spin): 460.9 kJ/mol
HOMO: -7.53 eV
Molar mass: 359.29 u

Last column: natural (NBO) charge in e.
Element x y z (Å)
1 O 1.916 -1.985 -3.444  -0.99
2 H -0.056 -1.296 2.028  0.52
3 O 1.198 1.182 5.370  -0.98
4 H 0.460 1.282 4.787  0.49
5 H 1.983 1.540 4.994  0.46
6 O 3.949 1.920 -1.482  -0.93
7 H -3.655 0.029 -2.641  0.45
8 H 4.674 2.452 -1.255  0.45
9 O -1.770 3.087 -3.841  -0.97
10 H -1.420 3.849 -4.246  0.47
11 H -1.207 2.722 -0.616  0.51
12 O -1.807 3.518 -0.595  -0.99
13 H 0.705 1.792 -1.887  0.48
14 H 3.774 1.677 -0.559  0.47
15 O 0.154 -3.131 -1.118  -1.03
16 H 1.959 -0.979 -3.530  0.46
17 H 2.012 -1.985 -2.454  0.48
18 O -0.831 -1.081 -2.165  -1.11
19 H 1.338 -2.204 -1.007  0.49
20 H -0.115 -1.116 -2.794  0.48
21 O 1.707 2.719 0.215  -0.95
22 H -0.471 -2.293 -1.604  0.53
23 H -0.744 -4.362 1.340  0.48
24 O 0.968 -2.385 3.062  -0.97
25 H 1.805 -2.831 2.759  0.49
26 H 0.255 -2.860 2.650  0.49
27 O -0.906 -0.821 2.347  -0.99
28 H -1.594 -1.438 2.543  0.47
29 H 0.296 -3.998 0.123  0.50
30 O -0.031 1.312 -1.552  -1.17
31 H -1.002 2.648 -3.313  0.49
32 H -0.400 0.166 -1.675  0.54
33 O -0.069 1.351 -5.445  -0.95
34 H -0.747 0.534 3.658  0.51
35 H 0.442 -3.797 -1.795  0.49
36 O 4.963 1.482 1.184  -0.94
37 H 4.179 1.271 1.678  0.47
38 H 0.943 3.151 0.567  0.49
39 O -3.489 -0.890 -2.290  -0.97
40 H 1.753 1.818 0.600  0.47
41 H -2.539 -0.812 -2.250  0.50
42 O -4.191 -2.787 3.289  -0.94
43 H -3.969 -2.201 4.028  0.48
44 H -4.679 -2.234 2.720  0.47
45 O -2.393 -4.058 1.235  -0.96
46 H -2.962 -3.380 1.670  0.49
47 H -0.949 1.290 -5.059  0.49
48 O -0.725 1.539 3.619  -0.98
49 H -2.567 -3.770 0.294  0.49
50 H -0.422 1.745 2.679  0.49
51 O 0.183 -4.247 1.148  -1.07
52 H -2.343 3.124 -1.269  0.47
53 H 0.481 1.744 -4.784  0.46
54 O -0.866 4.220 1.795  -0.96
55 H -0.570 4.953 1.140  0.47
56 H -1.775 4.066 1.519  0.49
57 O 2.085 -1.372 -0.938  -1.02
58 H 1.527 -0.621 -0.813  0.47
59 H 5.555 0.749 1.377  0.48

(4)
# H3N2O2

A cluster of 2 separate species, H3N2O2 in total in a non-equilibrium geometry (wB97M-V/def2-TZVPD, the Open Molecules 2025 dataset).

Net charge: -1
Kohn-Sham gap: 0.2550 Eh
Energy relative to the best compared isomer or geometry (same formula, charge and spin): 120.5 kJ/mol
HOMO: -1.70 eV
Molar mass: 63.04 u

Last column: natural (NBO) charge in e.
Element x y z (Å)
1 N -0.341 0.622 -0.644  -0.59
2 N 1.471 -1.084 0.134  0.04
3 O 0.619 -1.977 -0.002  -0.58
4 O 1.015 0.485 -0.338  -0.46
5 H -0.403 -0.194 -1.320  0.34
6 H -1.009 0.633 0.157  0.31
7 H 1.881 -0.899 1.516  -0.05

(5)
# H3N2O3S

A structure of composition H3N2O3S in a non-equilibrium geometry (wB97M-V/def2-TZVPD, the Open Molecules 2025 dataset).

Net charge: -1
Kohn-Sham gap (spin up / spin down): 0.2667 / 0.2671 Eh
Energy relative to the best compared isomer or geometry (same formula, charge and spin): 344.5 kJ/mol
HOMO (spin up / spin down): -3.63 / -3.64 eV
Molar mass: 111.10 u

Last column: natural (NBO) charge in e.
Element x y z (Å)
1 N -2.226 -0.295 0.236  -0.41
2 N -1.321 -0.089 -0.635  -0.40
3 O 0.603 1.444 1.100  -0.97
4 O 1.324 1.246 -1.189  -0.95
5 O 2.422 -1.017 0.183  -1.14
6 S 0.712 0.618 -0.057  1.82
7 H 1.925 -1.539 0.737  0.40
8 H -2.557 0.610 0.745  0.30
9 H -0.883 -0.977 -1.120  0.35

(6)
# H3N2O4

A structure of composition H3N2O4 in a non-equilibrium geometry (wB97M-V/def2-TZVPD, the Open Molecules 2025 dataset).

Net charge: -1
Kohn-Sham gap (spin up / spin down): 0.2757 / 0.2755 Eh
Energy relative to the best compared isomer or geometry (same formula, charge and spin): 112.1 kJ/mol
HOMO (spin up / spin down): -3.07 / -3.06 eV
Molar mass: 95.03 u

Last column: natural (NBO) charge in e.
Element x y z (Å)
1 N -0.320 -0.333 -1.188  -0.50
2 N -0.869 1.275 0.707  0.52
3 O -1.634 1.626 1.600  -0.49
4 O 1.456 -1.954 0.368  -0.98
5 O -1.349 -0.054 -0.430  -0.32
6 O 0.146 1.782 0.341  -0.45
7 H 0.648 -1.656 -0.038  0.49
8 H 0.109 0.418 -1.836  0.26
9 H 1.813 -1.103 0.477  0.46

(7)
# H3N3O2

A cluster of 2 separate species, H3N3O2 in total in a non-equilibrium geometry (wB97M-V/def2-TZVPD, the Open Molecules 2025 dataset).

Net charge: -2
Kohn-Sham gap: 0.2120 Eh
Energy relative to the best compared isomer or geometry (same formula, charge and spin): 102.0 kJ/mol
HOMO: 0.31 eV
Molar mass: 77.04 u

Last column: natural (NBO) charge in e.
Element x y z (Å)
1 N 8.986 0.356 -6.726  -1.53
2 N -5.759 -0.291 2.989  -0.84
3 N -5.234 -0.226 4.453  0.59
4 O -4.895 0.891 4.785  -0.49
5 O -4.993 -1.223 5.157  -0.54
6 H 9.709 1.061 -6.455  0.26
7 H 8.015 0.712 -6.840  0.27
8 H -5.830 -1.280 2.637  0.28

(8)
# H3N3O2

A structure of composition H3N3O2 in a non-equilibrium geometry (wB97M-V/def2-TZVPD, the Open Molecules 2025 dataset).

Kohn-Sham gap (spin up / spin down): 0.3673 / 0.3673 Eh
Energy relative to the best compared isomer or geometry (same formula, charge and spin): 192.6 kJ/mol
HOMO (spin up / spin down): -9.84 / -9.84 eV
Molar mass: 77.04 u

Last column: natural (NBO) charge in e.
Element x y z (Å)
1 N -1.452 0.966 0.257  -0.44
2 N 0.879 -1.581 -0.611  -0.42
3 N 0.684 -0.432 -0.234  0.48
4 O -1.041 -0.155 -0.370  -0.28
5 O 1.282 0.509 0.287  -0.40
6 H -1.326 0.878 1.341  0.34
7 H -0.815 1.821 -0.046  0.35
8 H 1.789 -2.005 -0.623  0.37